22
Properties=species:S:1:pos:R:3 method="wB97M-V/def2-TZVPD" smiles="CC(C)[N@H+](C)[C@@H](Br)C=S" homo_energy_ev=-13.08 orbital_gap_ev=8.2 charge=+1 e_above_lowest_kcal_mol=26.4
C -0.025 -1.135 1.251
C -0.103 -0.718 -0.247
C 1.106 -1.111 -1.016
N -0.458 0.791 -0.391
C 0.574 1.704 0.326
C -1.892 1.017 0.154
Br -2.699 2.855 -0.188
C -2.814 -0.004 -0.477
S -3.528 -1.167 0.369
H 0.951 -0.758 1.597
H -0.876 -0.810 1.726
H 0.002 -2.203 1.129
H -0.956 -1.282 -0.743
H 2.080 -0.767 -0.719
H 1.158 -0.727 -2.052
H 1.176 -2.111 -1.084
H -0.273 0.851 -1.438
H 0.345 2.694 0.014
H 0.382 1.572 1.443
H 1.587 1.572 -0.031
H -1.877 0.958 1.202
H -3.025 0.232 -1.491

27
Properties=species:S:1:pos:R:3 method="wB97M-V/def2-TZVPD" multiplicity=6 s2=8.77 homo_energy_ev="-15.89 / -13.45" orbital_gap_ev="8.4 / 2.6" charge=+2
O -2.541 2.261 -1.382
C -1.673 1.899 -2.051
Cl -0.312 3.013 -2.507
C -1.667 0.426 -2.549
P -1.256 -0.695 -0.999
C -0.812 -1.729 0.568
C -0.743 -0.913 1.904
C 0.191 0.341 1.915
C 1.722 0.048 1.942
S 2.462 -0.046 0.295
O 2.287 -1.307 -0.354
O 2.075 1.121 -0.533
Cl 4.493 0.146 0.590
H -2.609 0.131 -3.049
H -0.823 0.287 -3.263
H -1.159 -1.839 -1.853
H -2.525 -0.361 -0.441
H -0.062 0.077 -0.875
H -1.657 -2.451 0.691
H 0.088 -2.361 0.405
H -1.779 -0.560 2.120
H -0.498 -1.601 2.747
H -0.105 1.048 1.106
H -0.035 0.881 2.863
H 2.217 0.904 2.459
H 1.991 -0.857 2.533
Mn 2.729 2.138 -2.283

25
Properties=species:S:1:pos:R:3 method="wB97M-V/def2-TZVPD" homo_energy_ev=-3.58 orbital_gap_ev=6.0 charge=-1
C -0.210 -0.721 1.046
C -0.771 0.401 2.142
Cl -0.361 -0.324 3.837
C 0.104 1.824 2.061
Cl -0.453 2.803 3.580
N 1.562 1.405 2.145
P 2.632 2.772 2.550
S 3.017 2.920 4.490
H -1.174 -1.204 0.553
H 0.380 -1.560 1.621
H 0.471 -0.227 0.231
H -1.921 0.569 1.999
H -0.155 2.440 1.074
H 2.170 4.050 2.070
H 3.924 2.477 1.917
C -0.011 -1.384 -3.975
C -0.811 -1.343 -2.700
O -0.587 -0.499 -1.834
C -1.894 -2.373 -2.527
H 0.735 -0.583 -3.962
H 0.508 -2.343 -4.057
H -0.671 -1.234 -4.833
H -1.459 -3.376 -2.545
H -2.638 -2.267 -3.320
H -2.387 -2.222 -1.561

22
Properties=species:S:1:pos:R:3 method="wB97M-V/def2-TZVPD" smiles="CO/C(=C/Cl)[Si](C)(C)C" homo_energy_ev=-9.29 orbital_gap_ev=10.0 charge=0 e_above_lowest_kcal_mol=28.0
C -0.796 -3.091 -0.473
O -0.227 -1.963 0.185
C -0.839 -0.379 0.022
C -2.137 -0.356 -0.244
Cl -2.949 1.110 -0.235
Si 0.552 0.848 0.048
C 2.107 -0.192 0.283
C 0.476 2.208 -1.307
C 0.342 1.754 1.731
H -0.095 -4.027 -0.280
H -0.843 -2.970 -1.604
H -1.854 -3.434 -0.131
H -2.774 -1.225 -0.233
H 2.089 -0.828 1.224
H 1.911 -0.958 -0.419
H 3.064 0.217 0.215
H -0.590 2.302 -1.410
H 0.901 3.148 -1.245
H 0.916 1.848 -2.230
H 1.137 2.352 2.060
H -0.443 2.557 1.592
H 0.051 1.080 2.450

23
Properties=species:S:1:pos:R:3 method="wB97M-V/def2-TZVPD" multiplicity=3 s2=2.01 homo_energy_ev="-3.69 / -8.57" orbital_gap_ev="4.4 / 8.0" charge=0 e_above_lowest_kcal_mol=52.4
C 1.215 2.037 1.348
O 1.778 0.748 1.200
C 1.251 -0.244 2.057
C -0.091 -0.763 1.590
O -0.115 -0.781 0.176
C -1.120 -1.524 -0.489
C -1.532 -0.877 -1.795
O -1.233 0.477 -1.960
C 0.001 0.779 -2.692
Cu 1.159 0.402 -0.935
H 1.321 2.387 2.386
H 1.739 2.693 0.644
H 1.160 0.170 3.075
H 1.971 -1.079 2.024
H -0.899 -0.097 1.926
H -0.272 -1.776 1.982
H -2.001 -1.593 0.169
H -0.748 -2.546 -0.656
H -2.627 -0.957 -1.871
H -1.091 -1.484 -2.607
H 0.072 0.161 -3.606
H -0.095 1.834 -3.001
H 0.158 2.032 1.036

22
Properties=species:S:1:pos:R:3 method="wB97M-V/def2-TZVPD" smiles=C[C@@](O)(I)[C@@H]1CCC[NH2+]1 homo_energy_ev=-12.76 orbital_gap_ev=9.5 charge=+1 e_above_lowest_kcal_mol=0.0
C 1.482 2.190 0.665
C 1.365 0.864 -0.028
O 1.038 0.975 -1.303
I 3.327 -0.293 0.202
C 0.230 -0.167 0.605
C 0.170 -1.605 -0.110
C -1.324 -2.017 -0.151
C -2.104 -0.711 -0.122
N -1.061 0.338 0.007
H 2.316 2.758 0.131
H 1.819 2.014 1.672
H 0.419 2.662 0.641
H 1.458 1.786 -1.853
H 0.115 0.039 1.714
H 0.838 -2.433 0.469
H 0.529 -1.632 -1.177
H -1.562 -2.497 -1.203
H -1.440 -2.800 0.536
H -2.752 -0.601 -0.954
H -2.732 -0.550 0.811
H -0.783 0.414 -0.959
H -1.348 1.269 0.405

| no. | total energy (eV) | maximum force (eV/A) |
| --- | --- | --- |
| 1 | -88792.0354 | 4.26 |
| 2 | -89041.7008 | 2.93 |
| 3 | -55138.8003 | 4.06 |
| 4 | -28877.9218 | 4.98 |
| 5 | -57208.3769 | 1.90 |
| 6 | -18062.9628 | 5.13 |